# 1
Here is C31H53BrNO3P3Zn as an isolated structure in a non-equilibrium geometry from the Open Molecules 2025 dataset. Energies are from the ωB97M-V functional and the def2-TZVPD basis.

Geometry as XYZ:
```
93
C31H53BrNO3P3Zn (the ωB97M-V functional and the def2-TZVPD basis)
C -0.568 4.869 -4.151
C -0.785 3.692 -4.899
C -0.933 3.847 -6.286
C -0.836 5.140 -6.844
N -0.604 6.230 -6.112
C -0.455 6.100 -4.795
C -0.850 2.386 -4.234
C -0.967 1.850 -3.050
C -1.171 1.726 -1.623
C -0.048 1.493 -0.795
C -0.219 0.739 0.354
C -1.477 0.211 0.687
C -2.605 0.823 0.112
C -2.464 1.529 -1.079
Zn -0.774 0.361 -4.283
P 2.413 -1.673 0.310
H -1.131 2.985 -6.923
H -0.489 4.817 -3.071
H -0.961 5.241 -7.930
H -0.249 7.017 -4.237
H -3.328 1.816 -1.691
H 0.943 1.771 -1.154
H -3.572 0.656 0.581
H 0.634 0.493 0.982
C 2.589 -3.231 1.298
C 3.643 -4.237 0.849
H 1.591 -3.701 1.251
H 2.746 -2.924 2.345
H 3.709 -5.042 1.592
H 3.376 -4.687 -0.116
H 4.644 -3.799 0.757
C 3.278 -2.013 -1.288
C 3.637 -0.753 -2.078
H 2.614 -2.636 -1.911
H 4.157 -2.623 -1.036
H 3.784 -1.029 -3.131
H 2.831 -0.006 -2.024
H 4.560 -0.278 -1.714
C 3.581 -0.533 1.190
C 5.024 -1.007 1.313
H 3.154 -0.355 2.192
H 3.546 0.428 0.650
H 5.607 -0.199 1.773
H 5.122 -1.890 1.955
H 5.489 -1.230 0.345
Br -1.623 -1.264 1.779
P -2.032 -2.842 -3.008
C -0.255 -2.840 -2.487
C 0.308 -4.270 -2.355
H -0.204 -2.297 -1.528
H 0.260 -2.267 -3.275
H 1.382 -4.270 -2.118
H -0.198 -4.835 -1.558
H 0.179 -4.836 -3.286
C -2.717 -3.198 -1.319
C -4.107 -3.832 -1.348
H -2.717 -2.236 -0.784
H -2.007 -3.849 -0.788
H -4.492 -3.959 -0.330
H -4.820 -3.208 -1.902
H -4.064 -4.830 -1.803
C -2.804 -1.197 -3.254
C -3.155 -1.000 -4.734
H -2.032 -0.477 -2.891
H -3.719 -1.050 -2.643
H -3.531 0.026 -4.849
H -2.300 -1.183 -5.411
H -3.948 -1.701 -5.024
C -3.038 -0.171 5.429
C -2.148 0.747 4.631
O -0.751 0.415 4.972
P 0.521 0.308 3.932
O 1.864 0.587 4.818
C 2.104 1.513 5.927
C 1.311 1.165 7.159
O 0.366 1.673 3.047
C 0.055 2.997 3.560
C -0.933 3.604 2.601
H -2.853 -1.221 5.181
H -4.085 0.070 5.219
H -2.861 -0.021 6.498
H -2.326 0.612 3.552
H -2.315 1.802 4.889
H 3.178 1.417 6.123
H 1.910 2.539 5.587
H 1.314 0.086 7.343
H 1.746 1.669 8.026
H 0.276 1.508 7.064
H -0.353 2.922 4.581
H 1.000 3.553 3.594
H -1.866 3.026 2.610
H -1.166 4.625 2.913
H -0.539 3.616 1.579
```

For the orbital gap, the calculation gives 3.3 eV. The net charge is +2. The HOMO energy comes out at -12.331 eV. Its total energy is -6870.13058 Eh. The energy relative to the best compared isomer or geometry (same formula, charge and spin) comes out at 38.8 kJ/mol. The calculation puts the LUMO energy at -9.074 eV.

---

# 2
Here is C31H53CeNO2Si2 as an isolated structure in a non-equilibrium geometry from the Open Molecules 2025 dataset. Energies are from the ωB97M-V functional and the def2-TZVPD basis.

Geometry as XYZ:
```
90
C31H53CeNO2Si2 (the ωB97M-V functional and the def2-TZVPD basis)
O 0.966 0.981 0.681
O -0.766 3.791 -1.718
C 0.793 1.767 1.899
C 1.722 1.314 3.016
H -0.263 1.613 2.164
H 0.942 2.824 1.632
H 1.715 0.224 3.177
H 1.392 1.791 3.943
H 2.754 1.642 2.840
C 2.315 0.943 0.100
C 2.735 2.265 -0.529
H 2.313 0.156 -0.669
H 3.009 0.629 0.894
H 2.031 2.577 -1.314
H 3.720 2.116 -0.987
H 2.841 3.050 0.225
C -0.962 3.813 -3.151
C -0.611 5.081 -1.120
C 0.296 3.409 -3.886
H -1.292 4.812 -3.507
H -1.761 3.090 -3.378
H 1.105 4.122 -3.695
H 0.090 3.399 -4.961
H 0.619 2.407 -3.583
C 0.572 5.850 -1.683
H -0.473 4.882 -0.048
H -1.540 5.678 -1.237
H 1.479 5.233 -1.689
H 0.759 6.722 -1.052
H 0.366 6.197 -2.701
H -1.020 1.919 -0.203
Ce 0.131 -1.268 0.216
C -1.902 1.353 -0.588
Si -3.506 2.394 -0.477
H -1.713 1.139 -1.648
H -2.017 0.411 -0.021
C -3.342 3.579 0.988
C -4.947 1.202 -0.265
C -3.942 3.473 -1.959
C -1.246 -1.283 2.115
Si -1.968 -2.963 2.501
H -2.001 -0.478 2.050
H -0.522 -0.930 2.891
C -3.834 -2.882 2.274
C -1.553 -3.466 4.256
C -1.330 -4.307 1.337
H -4.775 4.154 -1.725
H -4.242 2.863 -2.821
H -3.111 4.106 -2.282
H -3.252 3.023 1.933
H -4.220 4.243 1.078
H -2.457 4.220 0.885
H -4.673 0.337 0.350
H -5.263 0.827 -1.250
H -5.811 1.701 0.201
H -1.513 -2.584 4.907
H -0.584 -3.978 4.330
H -2.323 -4.141 4.652
H -0.259 -4.529 1.447
H -1.546 -4.123 0.275
H -1.881 -5.215 1.627
H -4.334 -3.749 2.731
H -4.087 -2.869 1.204
H -4.241 -1.970 2.733
C 1.286 -0.518 -4.261
C 2.404 -1.346 -4.414
C 2.805 -2.194 -3.388
C 2.090 -2.228 -2.158
C 0.960 -1.385 -2.026
C 0.545 -0.551 -3.059
C 2.532 -3.098 -1.053
C 3.475 -4.126 -1.271
C 3.909 -4.906 -0.231
C 3.414 -4.684 1.066
C 3.754 -5.522 2.156
C 3.232 -5.296 3.421
C 2.381 -4.196 3.649
C 2.037 -3.344 2.601
C 2.494 -3.604 1.287
N 2.025 -2.866 0.199
H 0.979 0.150 -5.066
H 2.968 -1.337 -5.349
H 3.689 -2.823 -3.516
H -0.356 0.058 -2.940
H 3.832 -4.288 -2.285
H 4.634 -5.704 -0.400
H 4.436 -6.352 1.958
H 3.489 -5.965 4.241
H 1.993 -4.008 4.648
H 1.414 -2.456 2.786
```

For the orbital gap (alpha / beta), the calculation gives 6.6 / 6.5 eV. The net charge is +1. The spin multiplicity is 2. The HOMO energy (alpha / beta) comes out at -9.932 / -9.869 eV. Its total energy is -2472.16412 Eh. The energy relative to the best compared isomer or geometry (same formula, charge and spin) comes out at 0.0 kJ/mol. The expectation value of S² is 0.75. The calculation puts the LUMO energy (alpha / beta) at -3.357 / -3.354 eV.

---

# 3
Here is C31H53NNiO2Si2 as an isolated structure in a non-equilibrium geometry from the Open Molecules 2025 dataset. Energies are from the ωB97M-V functional and the def2-TZVPD basis.

Geometry as XYZ:
```
90
C31H53NNiO2Si2 (the ωB97M-V functional and the def2-TZVPD basis)
O -0.471 -1.321 -3.653
O 0.928 0.946 -5.046
C 0.238 -2.558 -4.119
C -0.481 -3.727 -3.499
H 1.296 -2.450 -3.838
H 0.154 -2.494 -5.199
H -0.654 -3.576 -2.431
H 0.054 -4.675 -3.617
H -1.449 -3.831 -3.998
C -1.713 -0.899 -4.377
C -1.631 -1.155 -5.850
H -1.886 0.159 -4.151
H -2.527 -1.487 -3.926
H -0.975 -0.438 -6.353
H -2.632 -1.049 -6.279
H -1.310 -2.163 -6.113
C 0.410 2.264 -4.863
C 2.199 0.721 -5.652
C -0.677 2.551 -5.871
H 1.220 3.006 -4.922
H -0.011 2.290 -3.835
H -0.272 2.527 -6.889
H -1.070 3.549 -5.690
H -1.506 1.842 -5.798
C 2.141 0.830 -7.156
H 2.473 -0.311 -5.352
H 2.949 1.410 -5.222
H 1.395 0.144 -7.569
H 3.111 0.556 -7.558
H 1.919 1.850 -7.476
H 0.129 -0.682 -3.097
Ni 0.039 0.083 -0.089
C 1.235 -0.102 -1.764
Si 2.945 0.459 -1.230
H 1.179 -1.161 -2.004
H 0.784 0.605 -2.486
C 4.257 -0.545 -2.137
C 3.349 0.323 0.589
C 3.088 2.279 -1.656
C -1.477 -0.965 -0.699
Si -3.128 -0.069 -0.616
H -1.490 -1.886 -0.070
H -1.150 -1.301 -1.704
C -4.364 -1.131 -1.575
C -3.038 1.621 -1.447
C -3.686 0.138 1.174
H 2.584 2.515 -2.603
H 4.155 2.540 -1.746
H 2.652 2.897 -0.856
H 4.146 -1.627 -1.956
H 5.260 -0.260 -1.781
H 4.230 -0.373 -3.225
H 3.076 -0.648 1.030
H 2.861 1.122 1.170
H 4.443 0.450 0.680
H -3.917 1.773 -2.109
H -2.130 1.733 -2.055
H -3.043 2.434 -0.694
H -4.615 0.724 1.196
H -2.944 0.658 1.804
H -3.884 -0.841 1.638
H -5.386 -0.795 -1.339
H -4.251 -2.185 -1.269
H -4.211 -1.062 -2.663
C -0.892 4.248 0.751
C -1.385 4.111 2.051
C -1.266 2.894 2.728
C -0.670 1.794 2.057
C -0.284 1.908 0.716
C -0.313 3.136 0.077
C -0.415 0.501 2.687
C -0.690 0.269 4.050
C -0.199 -0.896 4.626
C 0.579 -1.796 3.862
C 1.284 -2.863 4.447
C 2.109 -3.661 3.673
C 2.184 -3.472 2.281
C 1.446 -2.476 1.663
C 0.678 -1.583 2.446
N 0.131 -0.450 1.888
H -0.952 5.217 0.247
H -1.878 4.954 2.566
H -1.629 2.766 3.755
H 0.084 3.228 -0.931
H -1.251 1.008 4.599
H -0.393 -1.089 5.670
H 1.174 -3.022 5.517
H 2.694 -4.447 4.141
H 2.827 -4.109 1.678
H 1.461 -2.346 0.579
```

For the orbital gap (alpha / beta), the calculation gives 5.8 / 6.9 eV. The spin multiplicity is 3. The HOMO energy (alpha / beta) comes out at -5.633 / -6.783 eV. Its total energy is -3505.41269 Eh. The energy relative to the best compared isomer or geometry (same formula, charge and spin) comes out at 256.2 kJ/mol. The expectation value of S² is 2.01. The calculation puts the LUMO energy (alpha / beta) at 0.205 / 0.141 eV.

---

# 4
Here is C31H54BN6OPdS as an isolated structure from the Open Molecules 2025 dataset. Energies are from the ωB97M-V functional and the def2-TZVPD basis.

Geometry as XYZ:
```
95
C31H54BN6OPdS (the ωB97M-V functional and the def2-TZVPD basis)
Pd -0.095 -0.936 -2.070
C 4.943 0.120 -1.510
C 3.561 -0.503 -1.715
C 2.835 0.164 -2.877
C 2.767 -0.444 -0.438
C 3.207 -0.690 0.872
C 2.108 -0.456 1.678
C 2.137 -0.750 3.160
C 0.789 -0.841 3.851
C 3.071 0.199 3.916
N 1.073 -0.074 0.874
N 1.489 -0.116 -0.420
B -0.256 0.758 1.163
N -1.584 -0.053 0.991
N -1.802 -0.686 -0.193
C -3.041 -1.139 -0.184
C -3.666 -0.797 1.021
C -2.728 -0.094 1.745
C -3.155 0.588 3.031
C -3.782 1.947 2.689
C -2.204 0.700 4.213
C -3.693 -1.884 -1.322
C -3.718 -3.390 -1.044
C -3.087 -1.566 -2.685
N -0.246 1.986 0.192
N -0.458 1.755 -1.120
C -0.345 2.899 -1.758
C -0.024 3.926 -0.845
C 0.053 3.300 0.385
C 0.466 3.985 1.661
C -0.659 4.151 2.679
C 1.698 3.343 2.303
C -0.435 2.948 -3.260
C -1.254 1.787 -3.816
C -0.973 4.294 -3.742
H 5.527 0.068 -2.432
H 5.503 -0.391 -0.724
H 4.846 1.169 -1.224
H 3.720 -1.556 -1.976
H 2.775 1.244 -2.717
H 1.796 -0.196 -2.965
H 3.362 -0.025 -3.815
H 4.177 -1.025 1.206
H 2.592 -1.744 3.214
H 0.409 0.152 4.065
H 0.894 -1.371 4.802
H 0.054 -1.364 3.238
H 2.689 1.221 3.897
H 4.069 0.206 3.476
H 3.158 -0.112 4.961
H -0.207 1.165 2.285
H -4.680 -1.009 1.327
H -3.967 -0.054 3.387
H -3.041 2.618 2.255
H -4.197 2.421 3.583
H -4.580 1.821 1.956
H -1.350 1.337 4.011
H -1.836 -0.279 4.514
H -2.749 1.129 5.059
H -4.734 -1.538 -1.339
H -2.703 -3.784 -0.983
H -4.258 -3.923 -1.832
H -4.200 -3.600 -0.088
H -2.000 -1.739 -2.684
H -3.245 -0.519 -2.948
H -3.534 -2.195 -3.459
H 0.161 4.972 -1.035
H 0.753 4.990 1.336
H -0.988 3.182 3.046
H -1.517 4.656 2.233
H -0.317 4.738 3.536
H 1.438 2.380 2.740
H 2.095 3.983 3.096
H 2.483 3.170 1.565
H 0.586 2.838 -3.647
H -2.294 1.856 -3.489
H -0.857 0.828 -3.455
H -1.230 1.792 -4.909
H -1.986 4.455 -3.365
H -1.005 4.328 -4.833
H -0.351 5.122 -3.397
O -0.190 -4.008 0.163
S 0.010 -3.512 -1.233
C -0.133 -5.018 -2.265
C 1.090 -5.846 -1.907
C 2.266 -4.878 -2.049
C 1.816 -3.516 -1.502
H -0.129 -4.700 -3.312
H -1.089 -5.481 -2.025
H 1.201 -6.723 -2.548
H 0.993 -6.184 -0.874
H 2.511 -4.776 -3.110
H 3.162 -5.241 -1.543
H 2.021 -2.686 -2.175
H 2.218 -3.272 -0.518
```

For the orbital gap, the calculation gives 5.8 eV. The net charge is -1. The HOMO energy comes out at -3.115 eV. Its total energy is -2168.42402 Eh. The energy relative to the best compared isomer or geometry (same formula, charge and spin) comes out at 239.1 kJ/mol. The calculation puts the LUMO energy at 2.638 eV.

---

# 5
Here is C31H54ClIrNO4P2Si2 as an isolated structure in a non-equilibrium geometry from the Open Molecules 2025 dataset. Energies are from the ωB97M-V functional and the def2-TZVPD basis.

Geometry as XYZ:
```
96
C31H54ClIrNO4P2Si2 (the ωB97M-V functional and the def2-TZVPD basis)
Ir -0.130 -0.136 0.243
C -0.527 -1.751 2.302
C -0.546 -2.479 1.083
C 0.700 -2.141 0.388
Si -2.070 -3.259 0.368
C 1.442 -1.216 1.208
C 0.668 -0.981 2.422
Si 0.907 0.337 3.701
H -1.342 -1.723 3.030
H 1.094 -2.558 -0.525
H 2.439 -0.871 0.972
Cl 1.224 2.571 -3.392
C -0.435 0.298 5.003
C 2.594 0.155 4.502
C -3.496 -3.180 1.577
C -1.734 -5.009 -0.226
H 2.656 -0.873 4.891
H 2.677 0.857 5.345
H 3.436 0.318 3.816
H -1.435 0.451 4.572
H -0.255 1.080 5.757
H -0.410 -0.682 5.500
H -1.266 -5.567 0.601
H -1.054 -5.047 -1.092
H -2.675 -5.515 -0.495
H -3.197 -3.644 2.527
H -4.375 -3.710 1.181
H -3.773 -2.130 1.766
C 0.725 1.969 2.737
C -2.586 -2.108 -1.049
P 1.187 1.828 0.967
H 1.337 2.754 3.205
H -0.326 2.309 2.759
P -1.226 -1.042 -1.676
H -3.362 -1.405 -0.691
H -3.020 -2.671 -1.889
C -2.006 -0.061 -3.040
C -0.337 -2.367 -2.705
C 3.067 1.620 1.163
C 1.022 3.594 0.380
C -0.296 3.804 -0.365
H 1.844 3.734 -0.342
C 1.128 4.661 1.472
H 0.284 4.593 2.172
H 1.073 5.644 0.983
H 2.067 4.625 2.033
H -0.244 3.313 -1.339
H -0.473 4.877 -0.538
H -1.146 3.391 0.197
H 3.198 0.672 1.711
C 3.770 2.727 1.953
C 3.659 1.488 -0.239
H 3.399 2.849 2.981
H 3.711 3.687 1.421
H 4.834 2.459 2.035
H 3.194 0.687 -0.829
H 4.732 1.272 -0.144
H 3.553 2.428 -0.800
H -0.003 -3.079 -1.937
C 0.871 -1.691 -3.352
C -1.206 -3.108 -3.732
H -2.073 -3.649 -3.323
H -0.585 -3.867 -4.226
H -1.551 -2.412 -4.507
H 1.481 -1.138 -2.621
H 0.568 -0.991 -4.143
H 1.494 -2.470 -3.812
C -2.235 1.376 -2.585
C -3.346 -0.621 -3.531
H -1.278 -0.051 -3.873
H -4.083 -0.559 -2.718
H -3.297 -1.652 -3.900
H -3.692 0.015 -4.361
H -3.011 1.398 -1.798
H -2.571 1.975 -3.449
H -1.300 1.792 -2.193
C 2.581 1.669 -4.085
H 2.947 0.805 -3.505
H 2.298 1.338 -5.094
H 3.385 2.393 -4.285
O -3.699 0.501 0.021
C -2.990 1.017 0.900
O -1.721 1.284 0.811
C -3.658 1.382 2.204
C -3.125 2.419 2.991
C -3.663 2.691 4.248
C -4.751 1.924 4.728
C -5.329 0.937 3.906
C -4.793 0.670 2.649
N -5.204 2.062 6.062
O -4.641 2.909 6.796
O -6.144 1.343 6.462
H -2.304 2.991 2.555
H -3.248 3.480 4.866
H -6.179 0.386 4.297
H -5.244 -0.069 1.984
```

For the orbital gap (alpha / beta), the calculation gives 3.5 / 4.2 eV. The spin multiplicity is 6. The HOMO energy (alpha / beta) comes out at -3.853 / -7.546 eV. Its total energy is -3395.36415 Eh. The expectation value of S² is 8.79. The calculation puts the LUMO energy (alpha / beta) at -0.372 / -3.321 eV.